A cluster of 2 separate species, CH3IO2S2 in total, computed with the ωB97M-V functional and the def2-TZVPD basis.

As for the charge: 0. The calculation puts the HOMO energy (alpha / beta) at -0.3510 / -0.3142 Ha. The calculation puts the lowest unoccupied orbital energy (alpha / beta) at -1.5 / -2.1 eV. The energy relative to the best compared isomer or geometry (same formula, charge and spin) comes out at 413.0 kJ/mol. The electronic energy comes out at -1284.28517 hartree. Its molecular weight is 238.07 g/mol.

CARTESIAN COORDINATES (ANGSTROEM)
C -1.061 -0.571 -1.242
O -0.096 -0.088 2.999
O 2.188 -0.086 -0.370
S 1.299 -0.101 2.575
S 0.980 0.162 0.360
I 0.483 2.594 0.277
H -2.085 -0.388 -0.815
H -0.735 0.046 -2.101
H -0.974 -1.567 -1.681

Force components x, y, z for each atom (eV/Å):
C -1.52 -0.30 -1.99
O -1.37 -0.01 0.57
O 1.24 -0.27 -0.58
S 1.39 0.25 -0.84
S -1.29 0.25 0.83
I 0.08 -0.21 0.19
H 1.41 0.14 -0.14
H -0.13 0.55 1.04
H 0.21 -0.39 0.92

A cluster of 8 separate species, C4H24N2O9 in total, computed with the ωB97M-V functional and the def2-TZVPD basis.

As for the charge: 0. The calculation puts the HOMO energy at -0.3588 Ha. The calculation puts the lowest unoccupied orbital energy at 0.0 eV. Its SMILES is NCC(=O)NCCO.O.O.O.O.O.O.O. The energy relative to the best compared isomer or geometry (same formula, charge and spin) comes out at 402.1 kJ/mol. The electronic energy comes out at -953.39646 hartree. Its molecular weight is 244.24 g/mol.

CARTESIAN COORDINATES (ANGSTROEM)
N -0.768 -2.546 -2.755
C -1.032 -3.173 -1.398
C -0.103 -2.566 -0.360
O 0.908 -3.071 0.079
N -0.427 -1.286 0.054
C -1.688 -0.529 0.111
C -2.252 -0.773 1.549
O -3.657 -0.644 1.760
H 0.282 -2.506 -2.832
H -1.046 -1.553 -2.844
H -2.117 -3.086 -1.218
H -0.623 -4.223 -1.514
H 0.349 -0.674 0.429
H -1.521 0.483 -0.116
H -2.520 -0.968 -0.418
H -1.991 -1.738 1.970
H -1.884 -0.179 2.415
H -4.063 -0.272 0.993
O 1.692 2.949 -0.250
H 1.602 2.529 -1.124
H 1.627 2.194 0.387
O 3.760 -1.608 0.860
H 3.241 -2.238 1.363
H 4.156 -2.008 0.042
O 0.577 1.187 2.678
H 0.961 1.161 3.553
H 1.019 1.785 2.065
O -0.801 3.500 2.060
H -1.116 2.595 2.222
H -0.937 3.906 2.906
O 2.002 0.541 0.639
H 1.782 -0.301 0.230
H 3.005 0.415 0.621
O 1.530 0.936 -3.569
H 2.139 1.564 -3.929
H 1.960 0.225 -3.011
O -1.401 3.510 -1.555
H -0.623 3.563 -0.918
H -2.023 2.896 -1.175

Force components x, y, z for each atom (eV/Å):
N 1.50 0.32 0.69
C 1.12 -0.53 -1.63
C -1.26 1.76 1.02
O 0.52 -0.56 -0.61
N 0.99 2.01 -0.23
C -0.45 -2.79 2.53
C 0.13 0.95 2.53
O -0.08 -0.36 -0.33
H -1.41 -0.17 -0.22
H -0.06 -0.77 0.49
H 0.65 -0.36 0.29
H -1.17 0.95 0.29
H -1.73 -1.74 -0.09
H 0.10 1.25 -0.41
H 0.19 -0.11 -1.28
H 0.13 -0.77 -0.96
H 0.77 0.53 -1.18
H -0.52 0.38 -0.69
O -0.40 -0.20 0.10
H 0.06 0.10 0.52
H 0.21 0.82 -1.41
O 1.02 0.36 -1.28
H -0.07 -0.48 -0.42
H -0.88 0.07 1.55
O -1.11 -0.56 0.03
H 0.43 0.43 -0.16
H 0.20 -0.05 0.95
O -0.38 -0.59 -0.56
H 0.33 0.21 -0.12
H -0.03 0.56 0.61
O 2.64 -0.96 -0.56
H 0.17 -0.13 -0.05
H -1.74 0.40 0.36
O -0.70 -1.85 1.36
H 0.96 0.15 -0.01
H -0.24 1.71 -1.27
O 1.73 0.37 0.73
H -1.45 -0.15 -0.95
H -0.16 -0.18 0.34

A structure of composition C3H2O3Y, computed with the ωB97M-V functional and the def2-TZVPD basis.

As for the charge: +1. The calculation puts the HOMO energy (alpha / beta) at -0.4641 / -0.4640 Ha. The calculation puts the lowest unoccupied orbital energy (alpha / beta) at -6.4 / -6.3 eV. The energy relative to the best compared isomer or geometry (same formula, charge and spin) comes out at 318.1 kJ/mol. The electronic energy comes out at -379.10068 hartree. Its molecular weight is 174.95 g/mol.

CARTESIAN COORDINATES (ANGSTROEM)
H 0.570 0.666 0.443
C 1.003 -0.150 -3.061
O 0.739 0.073 -4.165
O 1.303 -0.297 -1.949
C -0.677 -0.665 2.873
C 0.075 -0.120 2.099
O 0.938 0.448 1.317
H -1.346 -1.175 3.540
Y -2.605 1.220 -1.097

Force components x, y, z for each atom (eV/Å):
H 0.30 -0.26 0.37
C 0.56 0.45 -0.29
O -0.25 -0.25 0.13
O -0.35 -0.17 0.19
C 0.30 0.37 -0.65
C -1.32 -0.80 0.84
O 0.49 0.51 -0.57
H 0.31 0.21 -0.18
Y -0.05 -0.06 0.16

A cluster of 2 separate species, C8H8 in total, computed with the ωB97M-V functional and the def2-TZVPD basis.

As for the charge: 0. The calculation puts the HOMO energy at -0.3434 Ha. The calculation puts the lowest unoccupied orbital energy at 0.9 eV. Its SMILES is c1ccccc1.C#C. The energy relative to the best compared isomer or geometry (same formula, charge and spin) comes out at 391.2 kJ/mol. The electronic energy comes out at -309.46479 hartree. Its molecular weight is 104.15 g/mol.

CARTESIAN COORDINATES (ANGSTROEM)
C 1.129 -1.257 1.063
C 0.893 -1.584 -0.281
C -0.485 -1.595 -0.799
C -1.463 -1.157 0.043
C -1.249 -0.465 1.315
C 0.021 -0.651 1.747
H 2.066 -1.314 1.608
H 1.639 -1.918 -1.178
H -0.702 -2.023 -1.636
H -2.476 -1.410 -0.171
H -2.077 -0.261 1.944
H 0.159 -0.566 2.862
C 0.461 2.943 -1.541
C 0.984 4.080 -1.882
H 0.043 2.171 -0.902
H 1.056 5.010 -2.193

Force components x, y, z for each atom (eV/Å):
C -1.58 1.01 -1.53
C -0.06 -0.71 -2.70
C 3.48 2.67 6.91
C -0.91 1.42 1.40
C 0.67 -3.07 -3.37
C 1.74 -0.64 3.12
H -0.02 -0.18 -0.45
H -1.21 0.70 2.98
H -1.13 -2.48 -5.08
H -0.75 0.25 -0.55
H -0.41 0.55 0.43
H 0.18 0.54 -1.19
C 3.01 6.86 -1.16
C -4.19 -10.92 3.40
H 0.40 0.11 -0.70
H 0.78 3.90 -1.52

The molecule C3H4N2O2, computed with the ωB97M-V functional and the def2-TZVPD basis.

As for the charge: 0. The calculation puts the HOMO energy at -0.3495 Ha. The calculation puts the lowest unoccupied orbital energy at 0.4 eV. Its SMILES is Cc1nnc(O)o1. The energy relative to the best compared isomer or geometry (same formula, charge and spin) comes out at 248.1 kJ/mol. The electronic energy comes out at -376.66932 hartree. Its molecular weight is 100.08 g/mol.

CARTESIAN COORDINATES (ANGSTROEM)
C -1.869 -0.260 -0.068
C -0.505 0.216 0.073
N -0.096 1.417 0.013
N 1.288 1.486 -0.033
C 1.683 0.240 0.013
O 2.882 -0.270 -0.057
O 0.596 -0.581 -0.004
H -2.005 -1.094 -0.777
H -2.323 -0.626 0.984
H -2.475 0.675 -0.353
H 2.825 -1.203 0.208

Force components x, y, z for each atom (eV/Å):
C -2.78 0.06 2.16
C 2.25 0.49 -1.04
N -0.55 2.08 0.10
N 0.66 -1.30 0.52
C -3.13 1.84 -0.70
O 0.47 -0.67 0.26
O 0.83 -2.37 0.68
H 0.20 0.57 0.21
H 1.07 0.73 -2.29
H 0.81 -1.65 0.27
H 0.19 0.25 -0.16

A structure of composition C19H43GaOP3S, computed with the ωB97M-V functional and the def2-TZVPD basis.

As for the charge: +3. The calculation puts the HOMO energy (alpha / beta) at -0.6100 / -0.6144 Ha. The calculation puts the lowest unoccupied orbital energy (alpha / beta) at -10.9 / -10.8 eV. The energy relative to the best compared isomer or geometry (same formula, charge and spin) comes out at 0.0 kJ/mol. The electronic energy comes out at -4170.90662 hartree. Its molecular weight is 482.26 g/mol.

CARTESIAN COORDINATES (ANGSTROEM)
Ga -1.251 -1.180 0.793
P -0.865 2.711 -1.398
P -3.345 -0.831 0.021
P 2.926 0.974 -0.288
H -1.407 -4.029 -0.475
C -0.815 -4.455 0.357
C -1.030 -4.182 1.647
H -1.982 -3.848 2.062
C -0.784 2.556 -3.227
C -2.578 3.429 -1.371
C 0.009 4.325 -1.370
C -4.078 -2.446 0.536
C -4.224 0.534 0.816
C -3.572 -0.533 -1.728
C 4.214 -0.070 0.264
C 2.604 2.579 0.441
C 2.703 0.915 -2.057
H -0.079 -5.244 0.112
H -0.352 -4.591 2.401
H -1.122 3.494 -3.668
H -1.425 1.749 -3.587
H 0.243 2.362 -3.539
H -2.570 4.258 -2.098
H -2.791 3.792 -0.351
H -3.334 2.683 -1.671
H 0.872 4.269 -2.038
H 0.348 4.516 -0.354
H -0.660 5.118 -1.710
H -5.169 -2.394 0.393
H -3.861 -2.633 1.603
H -3.639 -3.274 -0.050
H -5.293 0.386 0.572
H -3.872 1.488 0.377
H -4.086 0.533 1.914
H -4.650 -0.581 -1.941
H -3.069 -1.301 -2.331
H -3.198 0.466 -2.001
H 5.162 0.485 0.172
H 4.364 -1.017 -0.266
H 4.126 -0.441 1.267
H 3.506 2.982 0.890
H 1.791 2.526 1.194
H 2.240 3.286 -0.296
H 3.636 0.615 -2.524
H 2.386 1.899 -2.409
H 1.895 0.249 -2.374
C 1.787 -2.221 0.547
C 1.588 -2.587 -0.831
C 2.477 -3.398 -1.527
C 3.542 -3.976 -0.810
C 3.731 -3.711 0.545
C 2.881 -2.882 1.234
O 1.195 -1.192 1.040
H 1.701 0.474 0.085
H 0.683 -2.194 -1.285
H 2.165 -3.489 -2.580
H 4.257 -4.590 -1.312
H 4.538 -4.176 1.137
H 3.128 -2.725 2.288
C -1.021 2.680 2.960
S -1.016 0.915 2.774
C 0.692 0.509 3.370
H -1.807 3.164 2.373
H -0.115 3.215 2.678
H -1.224 2.760 4.028
H 1.498 1.121 2.898
H 0.537 0.759 4.442
H 0.858 -0.583 3.237

Force components x, y, z for each atom (eV/Å):
Ga 2.92 0.59 1.57
P -0.56 0.34 -0.79
P -2.24 0.03 -0.32
P -2.88 -0.17 -0.40
H 0.07 -0.61 0.51
C 0.11 -0.30 -0.34
C -0.13 -0.63 0.39
H 0.26 0.68 -0.27
C 0.01 -0.45 0.04
C 0.08 -0.29 0.38
C 0.32 -0.27 0.52
C 0.11 0.32 -0.04
C -0.02 0.14 0.38
C 0.04 -0.27 -0.66
C 1.86 -0.29 0.09
C 0.58 0.71 0.74
C 0.28 0.48 -0.73
H -0.08 1.02 -0.15
H -0.27 0.02 -0.21
H 0.06 -0.04 -0.11
H 0.07 0.00 -0.10
H -0.09 -0.03 -0.13
H -0.32 -0.30 0.42
H -0.15 0.01 -0.51
H 0.20 0.37 0.14
H 0.01 0.13 0.10
H 0.04 0.43 -0.01
H 0.21 -0.01 0.05
H 0.35 -0.15 0.01
H -0.20 0.20 -0.41
H -0.30 0.38 0.13
H 0.36 0.17 0.17
H -0.17 -0.51 0.29
H -0.14 0.03 -0.57
H 0.22 0.03 0.03
H -0.13 0.24 0.08
H -0.07 -0.39 0.16
H -0.14 -0.17 0.14
H -0.45 0.46 -0.69
H -0.28 0.51 0.84
H 0.02 0.30 0.15
H 0.69 -0.35 -0.37
H 0.20 -0.03 -0.39
H 0.02 0.13 -0.35
H 0.36 0.06 -0.06
H 0.27 -0.20 0.43
C 0.95 0.37 -0.03
C 0.33 -0.42 0.20
C -1.80 1.07 0.40
C 0.07 0.25 -0.75
C -0.05 -0.16 1.00
C -0.06 -0.10 0.33
O -0.98 -1.47 -0.22
H 0.00 -0.62 0.19
H 0.15 0.08 -0.30
H 1.04 -0.66 0.45
H 0.26 -0.45 -0.33
H -0.34 0.19 -0.73
H -0.53 0.30 -0.30
C -0.36 0.86 0.06
S 0.91 -1.75 -1.15
C -0.78 0.11 0.85
H -0.20 -0.39 0.25
H 0.27 -0.46 0.11
H 0.04 0.68 -0.10
H -0.84 -0.52 0.34
H 0.90 -0.25 -0.59
H -0.12 1.01 0.16

The molecule C3H9B, computed with the ωB97M-V functional and the def2-TZVPD basis.

As for the charge: 0. The calculation puts the HOMO energy at -0.3982 Ha. The calculation puts the lowest unoccupied orbital energy at 0.5 eV. Its SMILES is BCCC. The energy relative to the best compared isomer or geometry (same formula, charge and spin) comes out at 0.0 kJ/mol. The electronic energy comes out at -144.50849 hartree. Its molecular weight is 55.92 g/mol.

CARTESIAN COORDINATES (ANGSTROEM)
B 1.796 -0.406 -0.409
C 0.764 -0.122 0.719
C -0.436 0.704 0.177
C -1.576 -0.170 -0.336
H 2.016 -1.507 -0.818
H 2.302 0.515 -0.977
H 1.269 0.474 1.494
H 0.398 -1.032 1.208
H -0.096 1.371 -0.628
H -0.806 1.369 0.965
H -1.988 -0.788 0.470
H -1.247 -0.847 -1.134
H -2.394 0.438 -0.732

Force components x, y, z for each atom (eV/Å):
B -0.28 -0.09 -0.32
C -0.06 -0.04 0.18
C 0.10 0.20 -0.02
C -0.07 -0.12 0.02
H 0.13 0.01 0.09
H 0.08 0.01 0.08
H -0.02 -0.02 -0.08
H 0.00 0.16 -0.03
H -0.04 -0.12 0.14
H -0.03 -0.15 -0.07
H 0.09 0.08 -0.12
H -0.01 0.12 0.12
H 0.08 -0.04 0.02

Look up the charge of the sixth one. +3

What is the formula in the sixth record? C19H43GaOP3S